No. 1
Below is a 2-piece molecular cluster, C5H10O overall, with properties calculated with ωB97M-V/def2-TZVPD.

ORCA input file:
```
! RIJCOSX wB97M-V def2-TZVPD def2/J DEFGRID3
* xyz -1 2
C -0.084 0.128 -1.508
C 0.073 -0.012 -0.141
C 1.283 -0.069 0.586
C 1.367 -0.129 1.995
C 2.680 0.144 2.720
H -1.093 0.228 -1.898
H 0.731 0.329 -2.187
H -0.848 -0.074 0.433
H 2.161 -0.113 -0.060
H 0.590 -0.631 2.559
H 2.574 -0.188 3.747
H 3.463 -0.488 2.278
H 3.018 1.179 2.608
H -4.890 -0.368 -4.343
H -5.988 0.097 -3.334
O -5.038 -0.034 -3.456
*
```

As for the expectation value of S²: 0.77. The calculation puts the LUMO energy (alpha / beta) at 2.82 / 2.82 eV. The HOMO energy (alpha / beta) is 0.40 / -1.97 eV.

Computed natural (NBO) charges, given in elementary charges:
1. C -0.668
2. C -0.232
3. C -0.367
4. C -0.404
5. C -0.636
6. H 0.161
7. H 0.157
8. H 0.162
9. H 0.155
10. H 0.155
11. H 0.184
12. H 0.161
13. H 0.172
14. H 0.468
15. H 0.464
16. O -0.933

=====

No. 2
Below is one molecule with the formula C5H10O, with properties calculated with ωB97M-V/def2-TZVPD.

ORCA input file:
```
! RIJCOSX wB97M-V def2-TZVPD def2/J DEFGRID3
* xyz 0 1
C -0.983 -0.576 -1.160
C -0.858 -0.001 0.247
C 0.335 -0.482 1.084
C 1.699 -0.323 0.425
C -0.762 1.489 0.428
O -0.753 2.062 -0.753
H -0.137 -0.290 -1.791
H -1.893 -0.217 -1.650
H -1.026 -1.670 -1.126
H -1.756 -0.266 0.824
H 0.176 -1.507 1.410
H 1.872 0.722 0.152
H 2.504 -0.621 1.102
H 1.802 -0.924 -0.482
H 0.279 0.150 1.978
H -0.667 3.009 -0.582
*
```

The calculation puts the LUMO energy at 0.85 eV. The HOMO energy is -8.45 eV.

Computed natural (NBO) charges, given in elementary charges:
1. C -0.626
2. C -0.393
3. C -0.389
4. C -0.616
5. C 0.261
6. O -0.660
7. H 0.212
8. H 0.216
9. H 0.212
10. H 0.237
11. H 0.202
12. H 0.202
13. H 0.215
14. H 0.204
15. H 0.224
16. H 0.500

=====

No. 3
Below is a 2-piece molecular cluster, C5H10O overall, with properties calculated with ωB97M-V/def2-TZVPD.

ORCA input file:
```
! RIJCOSX wB97M-V def2-TZVPD def2/J DEFGRID3
* xyz 0 1
C -1.917 -0.956 0.134
C -2.499 0.094 -0.345
C -2.193 0.136 1.120
H -1.451 -1.916 0.003
H -2.893 0.625 -1.191
H -2.982 0.006 1.862
H -1.372 0.756 1.493
C 2.565 0.518 -0.047
C 1.359 -0.212 0.509
O 0.524 -0.570 -0.579
H 3.341 0.754 0.688
H 2.231 1.448 -0.516
H 2.983 -0.105 -0.840
H 1.641 -1.139 1.020
H 0.812 0.388 1.248
H -0.046 0.183 -0.793
*
```

As for the structure (SMILES): C1=CC1.CCO. The calculation puts the LUMO energy at 1.06 eV. The HOMO energy is -9.15 eV.

Computed natural (NBO) charges, given in elementary charges:
1. C -0.135
2. C -0.243
3. C -0.436
4. H 0.240
5. H 0.224
6. H 0.178
7. H 0.164
8. C -0.630
9. C -0.066
10. O -0.723
11. H 0.208
12. H 0.199
13. H 0.215
14. H 0.173
15. H 0.160
16. H 0.473

=====

No. 4
Below is one molecule with the formula C5H10O, with properties calculated with ωB97M-V/def2-TZVPD.

ORCA input file:
```
! RIJCOSX wB97M-V def2-TZVPD def2/J DEFGRID3
* xyz 0 1
C -1.736 -0.444 0.478
C -1.091 0.455 -0.555
C -0.013 1.428 -0.155
C 0.334 0.232 -0.970
C 2.214 -0.383 0.855
O 1.066 -0.837 -0.363
H -2.025 -1.413 0.048
H -1.075 -0.617 1.336
H -2.645 0.019 0.873
H -1.754 0.757 -1.364
H 0.034 2.401 -0.636
H 0.362 1.385 0.864
H 0.627 0.331 -2.010
H 3.084 -0.501 0.179
H 2.178 -1.374 1.355
H 0.439 -1.439 0.065
*
```

The calculation puts the LUMO energy at 0.70 eV. The HOMO energy is -7.52 eV.

Computed natural (NBO) charges, given in elementary charges:
1. C -0.634
2. C -0.248
3. C -0.439
4. C 0.076
5. C -0.521
6. O -0.551
7. H 0.208
8. H 0.216
9. H 0.233
10. H 0.220
11. H 0.224
12. H 0.269
13. H 0.202
14. H 0.124
15. H 0.106
16. H 0.513

=====

No. 5
Below is a 3-piece molecular cluster, C5H10O overall, with properties calculated with ωB97M-V/def2-TZVPD.

ORCA input file:
```
! RIJCOSX wB97M-V def2-TZVPD def2/J DEFGRID3
* xyz 0 1
O -1.959 1.707 0.451
C 0.680 -0.648 0.777
C 1.381 0.203 -0.210
C 0.107 0.975 -0.670
C -0.782 -0.185 -1.121
C -0.548 -1.158 0.079
H 0.148 0.234 3.828
H 1.079 -0.906 1.741
H 2.256 0.769 0.113
H 1.768 -0.485 -1.019
H 0.355 1.831 -1.295
H -0.495 1.488 0.335
H -1.826 0.095 -1.244
H -0.455 -0.611 -2.083
H -1.422 -1.227 0.729
H -0.297 -2.179 -0.254
*
```

The calculation puts the LUMO energy (alpha / beta) at -2.68 / -2.76 eV. The HOMO energy (alpha / beta) is -8.37 / -6.07 eV.

Computed natural (NBO) charges, given in elementary charges:
1. O -0.555
2. C 0.352
3. C -0.546
4. C -0.398
5. C -0.416
6. C -0.541
7. H -0.230
8. H 0.246
9. H 0.251
10. H 0.262
11. H 0.241
12. H 0.302
13. H 0.262
14. H 0.200
15. H 0.290
16. H 0.277

=====

No. 6
Below is one molecule with the formula C5H10O, with properties calculated with ωB97M-V/def2-TZVPD.

ORCA input file:
```
! RIJCOSX wB97M-V def2-TZVPD def2/J DEFGRID3
* xyz 0 1
C 1.807 -0.086 0.461
O 0.559 0.024 1.041
C -0.569 0.215 0.208
C -0.563 1.699 -0.324
C -0.934 -0.845 -0.784
C -1.000 -1.382 0.581
H 2.414 -0.657 1.170
H 1.774 -0.621 -0.500
H 2.202 0.920 0.328
H -1.457 2.051 -0.851
H -0.305 2.446 0.436
H 0.249 1.769 -1.086
H -1.944 -0.702 -1.171
H -0.224 -1.196 -1.526
H -0.151 -2.053 0.832
H -1.860 -1.582 1.185
*
```

As for the structure (SMILES): COC1(C)CC1. The calculation puts the LUMO energy at 1.01 eV. The HOMO energy is -8.10 eV.

Computed natural (NBO) charges, given in elementary charges:
1. C -0.259
2. O -0.547
3. C 0.198
4. C -0.626
5. C -0.489
6. C -0.288
7. H 0.188
8. H 0.160
9. H 0.170
10. H 0.219
11. H 0.218
12. H 0.207
13. H 0.229
14. H 0.199
15. H 0.208
16. H 0.210

=====

No. 7
Below is one molecule with the formula C5H10O, with properties calculated with ωB97M-V/def2-TZVPD.

ORCA input file:
```
! RIJCOSX wB97M-V def2-TZVPD def2/J DEFGRID3
* xyz 0 1
C 2.446 0.374 -0.339
C 1.188 -0.154 0.369
O 0.187 -0.532 -0.558
C -1.180 -0.831 -0.162
C -1.929 0.085 0.785
C -1.929 0.336 -0.703
H 3.231 0.555 0.409
H 2.290 1.323 -0.867
H 2.843 -0.351 -1.057
H 1.439 -1.055 0.931
H 0.836 0.622 1.067
H -1.422 -1.885 -0.277
H -2.828 -0.329 1.265
H -1.398 0.754 1.453
H -2.846 0.349 -1.301
H -0.927 0.739 -1.015
*
```

As for the structure (SMILES): CCOC1CC1. The calculation puts the LUMO energy at 1.20 eV. The HOMO energy is -9.60 eV.

Computed natural (NBO) charges, given in elementary charges:
1. C -0.622
2. C -0.054
3. O -0.559
4. C 0.073
5. C -0.451
6. C -0.475
7. H 0.212
8. H 0.209
9. H 0.213
10. H 0.165
11. H 0.161
12. H 0.201
13. H 0.223
14. H 0.213
15. H 0.221
16. H 0.270

=====

No. 8
Below is one molecule with the formula C5H10O, with properties calculated with ωB97M-V/def2-TZVPD.

ORCA input file:
```
! RIJCOSX wB97M-V def2-TZVPD def2/J DEFGRID3
* xyz 0 1
C 1.278 0.769 -0.169
C -0.162 0.282 -0.081
C -1.088 1.341 0.505
C -0.693 -0.746 -1.055
C -0.513 -1.119 0.294
O 0.776 -2.224 0.109
H 1.699 0.983 0.824
H 1.927 0.050 -0.684
H 1.323 1.698 -0.750
H -2.092 0.940 0.683
H -1.188 2.177 -0.199
H -0.705 1.748 1.450
H -1.644 -0.695 -1.574
H 0.556 -1.863 -0.895
H -1.078 -1.525 1.125
H 1.605 -1.817 0.418
*
```

The calculation puts the LUMO energy at 0.78 eV. The HOMO energy is -7.96 eV.

Computed natural (NBO) charges, given in elementary charges:
1. C -0.611
2. C -0.097
3. C -0.611
4. C -0.584
5. C 0.030
6. O -0.798
7. H 0.198
8. H 0.199
9. H 0.220
10. H 0.210
11. H 0.214
12. H 0.204
13. H 0.216
14. H 0.492
15. H 0.219
16. H 0.498

=====

No. 9
Below is C5H10O as an isolated structure, with properties calculated with ωB97M-V/def2-TZVPD.

ORCA input file:
```
! RIJCOSX wB97M-V def2-TZVPD def2/J DEFGRID3
* xyz 0 1
C 1.058 -0.708 1.331
C 0.814 0.262 0.187
C 0.807 -0.117 -1.292
O -0.086 0.989 -1.542
C -0.542 0.900 -0.164
C -1.812 0.070 -0.127
H 0.965 -0.222 2.310
H 2.067 -1.139 1.289
H 0.350 -1.544 1.313
H 1.469 1.142 0.187
H 0.302 -1.067 -1.524
H 1.753 -0.065 -1.839
H -0.718 1.883 0.293
H -2.574 0.611 -0.700
H -2.184 -0.092 0.890
H -1.669 -0.903 -0.611
*
```

The calculation puts the LUMO energy at 1.09 eV. The HOMO energy is -9.60 eV.

Computed natural (NBO) charges, given in elementary charges:
1. C -0.622
2. C -0.251
3. C -0.063
4. O -0.535
5. C 0.105
6. C -0.643
7. H 0.216
8. H 0.217
9. H 0.209
10. H 0.206
11. H 0.161
12. H 0.182
13. H 0.176
14. H 0.224
15. H 0.211
16. H 0.207

=====

No. 10
Below is one molecule with the formula C5H10O, with properties calculated with ωB97M-V/def2-TZVPD.

ORCA input file:
```
! RIJCOSX wB97M-V def2-TZVPD def2/J DEFGRID3
* xyz 0 1
O 2.679 0.088 0.073
C 1.520 -0.436 0.513
C 0.332 -0.155 -0.359
C -0.802 -1.058 -0.005
C -1.800 0.429 -0.398
C -0.486 1.155 -0.181
H 2.815 0.888 0.587
H 1.409 -1.663 0.399
H 1.277 -0.349 1.583
H 0.602 -0.289 -1.414
H -1.050 -1.197 1.035
H -1.120 -1.869 -0.651
H -2.113 0.358 -1.436
H -2.624 0.601 0.284
H -0.400 1.531 0.847
H -0.240 1.965 -0.877
*
```

As for the structure (SMILES): OCC1CCC1. The calculation puts the LUMO energy at 0.92 eV. The HOMO energy is -9.16 eV.

Computed natural (NBO) charges, given in elementary charges:
1. O -0.698
2. C -0.038
3. C -0.271
4. C -0.398
5. C -0.375
6. C -0.424
7. H 0.472
8. H 0.146
9. H 0.164
10. H 0.212
11. H 0.202
12. H 0.214
13. H 0.197
14. H 0.200
15. H 0.194
16. H 0.203

=====

No. 11
Below is one molecule with the formula C5H10O, with properties calculated with ωB97M-V/def2-TZVPD.

ORCA input file:
```
! RIJCOSX wB97M-V def2-TZVPD def2/J DEFGRID3
* xyz 0 1
C 2.254 0.677 -0.683
C 0.829 0.222 -0.572
C 0.403 -0.717 0.296
C -1.010 -0.631 0.820
C -2.168 -0.389 -0.142
O -0.670 0.556 1.564
H 2.807 0.479 0.242
H 2.349 1.750 -0.895
H 2.736 0.135 -1.499
H 0.124 0.586 -1.323
H 1.084 -1.180 1.011
H -1.272 -1.470 1.486
H -1.977 0.483 -0.774
H -3.081 -0.185 0.429
H -2.352 -1.257 -0.784
H -0.055 0.941 0.825
*
```

As for the structure (SMILES): C/C=C/[C@H](C)O. The calculation puts the LUMO energy at 1.07 eV. The HOMO energy is -9.00 eV.

Computed natural (NBO) charges, given in elementary charges:
1. C -0.642
2. C -0.291
3. C -0.143
4. C 0.043
5. C -0.632
6. O -0.720
7. H 0.215
8. H 0.219
9. H 0.220
10. H 0.210
11. H 0.209
12. H 0.188
13. H 0.205
14. H 0.224
15. H 0.212
16. H 0.483

=====

No. 12
Below is a 2-piece molecular cluster, C5H10O overall, with properties calculated with ωB97M-V/def2-TZVPD.

ORCA input file:
```
! RIJCOSX wB97M-V def2-TZVPD def2/J DEFGRID3
* xyz 0 1
C 0.595 -1.027 -1.129
C -0.220 -1.056 -0.067
C -0.731 0.043 0.760
C -1.053 -0.277 2.043
C -2.199 -0.017 2.999
H 0.809 -1.959 -1.625
H 1.004 -0.063 -1.406
H -0.552 -2.052 0.205
H -0.434 1.021 0.384
H -0.327 -0.948 2.512
H -3.130 -0.068 2.437
H -2.110 -0.809 3.729
H -2.232 0.934 3.541
O 3.800 2.343 -4.610
H 3.749 2.045 -5.527
H 3.031 1.889 -4.245
*
```

As for the structure (SMILES): C=C/C=C/C.O. The calculation puts the LUMO energy at 0.22 eV. The HOMO energy is -7.93 eV.

Computed natural (NBO) charges, given in elementary charges:
1. C -0.388
2. C -0.204
3. C -0.282
4. C -0.117
5. C -0.661
6. H 0.205
7. H 0.186
8. H 0.190
9. H 0.216
10. H 0.183
11. H 0.229
12. H 0.221
13. H 0.221
14. O -0.928
15. H 0.464
16. H 0.464

=====

Values of energy relative to the best compared isomer or geometry (same formula, charge and spin), in order: 94.4, 249.6, 334.8, 507.0, 1172.6, 439.4, 259.2, 438.1, 127.1, 240.9, 204.7, 320.1, all in kJ/mol.